# 1
Here is a molecular structure, C4H2N2OS at a distorted geometry from the Open Molecules 2025 dataset. Energies are from ωB97M-V/def2-TZVPD.

Positions of all 10 atoms, in Å:
C: -1.67240 0.60243 -0.09300
C: -0.34765 -0.06059 -0.15351
C: 1.32803 -1.22790 0.01550
C: 0.89344 0.81595 -0.01214
H: -1.62472 1.65245 0.23781
H: 1.90739 -2.23414 0.05742
N: -0.07484 -1.32454 -0.11575
N: 1.95977 -0.11124 0.08985
O: 0.75356 1.98941 -0.05408
S: -3.12256 -0.10184 0.02790

The calculation puts the total energy at -20040.689 eV. As for the total charge: 0. The LUMO energy is -2.633 eV.


# 2
Here is 6 unconnected molecules or ions with the total composition C37H29Cl2NO21 from the Open Molecules 2025 dataset. Energies are from ωB97M-V/def2-TZVPD.

Positions of all 90 atoms, in Å:
C: 6.19097 4.71194 -1.62826
C: 4.75650 5.14329 -1.58089
Cl: 4.30024 6.31677 -2.76848
C: 3.83113 4.69487 -0.73698
Cl: 4.29614 3.42796 0.36865
C: 2.39112 5.07480 -0.62393
C: 1.40881 4.38707 -1.57234
C: 0.15623 5.30669 -1.55016
N: 0.57348 6.47077 -0.73045
C: 1.94888 6.52329 -0.59016
O: 2.60596 7.51519 -0.43001
H: 6.27935 3.63988 -1.45954
H: 6.72766 5.20446 -0.81063
H: 6.64797 5.00804 -2.56847
H: 2.08457 4.73444 0.37279
H: 1.17312 3.39453 -1.19118
H: 1.79002 4.26729 -2.58535
H: -0.07797 5.62797 -2.56430
H: -0.69534 4.83284 -1.07190
H: 0.19473 7.36613 -1.01128
O: 0.21968 -3.39366 -1.54990
C: 0.65159 -2.27067 -1.75209
C: 1.19094 -1.40145 -0.73375
C: 1.62002 -0.17859 -1.08347
O: 2.14197 0.68232 -0.22813
C: 1.54370 0.32322 -2.51142
O: 1.92425 1.46204 -2.71166
C: 1.02539 -0.56011 -3.53312
C: 0.60302 -1.78344 -3.18191
O: 0.10294 -2.66585 -4.02967
H: 1.23566 -1.76647 0.28281
H: 2.39970 1.47924 -0.73298
H: 0.98740 -0.19882 -4.55085
H: -0.13205 -3.45570 -3.50207
O: -7.48465 5.64357 1.74985
C: -6.36493 5.47093 1.30615
C: -5.19561 6.22816 1.69582
C: -4.01738 5.94715 1.12023
O: -2.89111 6.57778 1.40665
C: -3.87267 4.86522 0.07213
O: -2.75592 4.71207 -0.39354
C: -5.03392 4.09539 -0.30571
C: -6.21166 4.37455 0.27342
O: -7.33627 3.73621 0.00518
H: -5.31107 6.99986 2.44338
H: -2.18921 6.18209 0.85359
H: -4.91613 3.31689 -1.04587
H: -8.02501 4.14904 0.56441
O: 8.41471 3.30802 0.51286
C: 8.81870 2.16918 0.36302
C: 7.95431 1.02537 0.16424
C: 8.50108 -0.19088 0.02968
O: 7.80807 -1.30208 -0.15704
C: 9.99773 -0.40539 0.07858
O: 10.38715 -1.55239 -0.03940
C: 10.86250 0.74332 0.25359
C: 10.31351 1.95909 0.38628
O: 11.00849 3.07310 0.55298
H: 6.88775 1.20095 0.12804
H: 8.46395 -2.02524 -0.21476
H: 11.93055 0.57995 0.27279
H: 10.35475 3.79589 0.62845
O: -3.13245 -4.96727 -1.42305
C: -3.37073 -4.33009 -0.41315
C: -2.43612 -3.44587 0.24912
C: -2.82463 -2.80898 1.36252
O: -2.04860 -1.97899 2.04541
C: -4.20213 -2.98304 1.95847
O: -4.43617 -2.37453 2.98715
C: -5.14568 -3.85141 1.28441
C: -4.76003 -4.48750 0.16764
O: -5.53365 -5.30685 -0.52410
H: -1.45084 -3.32827 -0.17984
H: -2.58119 -1.67215 2.80562
H: -6.13372 -3.96338 1.70922
H: -4.98825 -5.62055 -1.27419
O: -6.69890 -6.41119 2.54272
C: -6.26942 -7.53827 2.38397
C: -7.10858 -8.68911 2.11532
C: -6.54400 -9.89516 1.96646
O: -7.22076 -11.00565 1.71915
C: -5.05172 -10.10093 2.07171
O: -4.64535 -11.24026 1.93491
C: -4.20997 -8.95083 2.32235
C: -4.77261 -7.74235 2.46922
O: -4.06446 -6.64600 2.69923
H: -8.17532 -8.53226 2.04320
H: -6.55755 -11.72221 1.66637
H: -3.14199 -9.10499 2.38367
H: -4.69068 -5.89995 2.77256

The calculation puts the total energy at -108369.694 eV. As for the SMILES: C/C(Cl)=C(\Cl)[C@@H]1CCNC1=O.O=C1C=C(O)C(=O)C=C1O.O=C1C=C(O)C(=O)C=C1O.O=C1C=C(O)C(=O)C=C1O.O=C1C=C(O)C(=O)C=C1O.O=C1C=C(O)C(=O)C=C1O. As for the total charge: 0. The LUMO energy is -1.656 eV.


# 3
Here is 2 unconnected molecules or ions with the total composition C6H15NO at a distorted geometry from the Open Molecules 2025 dataset. Energies are from ωB97M-V/def2-TZVPD.

Positions of all 23 atoms, in Å:
C: 1.90547 -0.01938 0.09151
C: 0.67354 -0.45965 0.45111
C: -0.15062 0.22256 1.50171
C: -1.64298 0.36873 1.40733
C: 0.06815 -1.52136 -0.37521
C: -1.31639 -1.90388 -0.94510
N: -1.60904 -0.86859 -2.05852
H: 2.47655 -0.33926 -0.79854
H: 2.48835 0.59424 0.70359
H: 0.36492 1.22240 1.64191
H: 0.02937 -0.38954 2.40922
H: -2.01556 -0.32369 2.15473
H: -1.97973 1.32589 1.83250
H: -1.91918 0.20517 0.35036
H: 0.46352 -2.43956 0.18212
H: 0.75730 -1.74316 -1.27970
H: -2.23448 -1.85711 -0.28037
H: -1.33283 -2.82400 -1.45331
H: -0.88620 -0.12211 -1.92660
H: -2.51074 -0.54107 -1.97241
O: 2.45407 3.68808 -0.47422
H: 2.87712 3.76886 -1.37179
H: 3.03940 3.95642 0.20970

The calculation puts the total energy at -10000.325 eV. As for the SMILES: C=C(CC)CCN.O. As for the total charge: 0. The LUMO energy is 0.831 eV.